1.
The following is a DFT calculation (ωB97M-V with the def2-TZVPD basis set) of a molecular structure, C34H38CrFN6O8P.

XYZ file:
```
89
Properties=species:S:1:pos:R:3:forces:R:3
Cr -0.0494 0.6103 0.1942 -0.49 0.46 0.35
C 4.8071 -4.3368 -2.3993 0.01 0.01 0.02
C 3.3657 -4.7870 -2.5411 0.05 -0.03 -0.08
C 3.0320 -5.1699 -3.9758 -0.01 -0.05 0.05
C 1.6448 -5.7851 -4.0396 0.02 0.00 -0.04
C 0.6370 -4.9061 -3.3511 -0.06 0.01 -0.01
C -0.7036 -5.0241 -3.6389 0.02 0.01 0.01
C -1.6369 -4.1810 -3.0402 -0.02 0.05 0.01
F -2.9267 -4.3412 -3.3577 0.02 0.00 0.01
C -1.2707 -3.1902 -2.1773 -0.02 -0.05 -0.03
C 0.0898 -3.0436 -1.8727 0.02 -0.06 0.03
C 0.5070 -1.9391 -1.0369 0.22 -0.08 -0.07
O -0.3886 -1.1453 -0.5809 -0.07 -0.09 -0.04
C 1.8860 -1.7974 -0.8068 -0.18 -0.05 0.12
C 2.7495 -2.7423 -1.3203 0.03 -0.02 -0.04
N 2.3832 -3.7566 -2.0939 0.02 0.04 0.04
C 1.0411 -3.9130 -2.4339 -0.11 0.04 0.06
C 2.5285 -0.6535 -0.0611 0.15 0.02 -0.30
O 3.6823 -0.7477 0.2926 -0.04 -0.02 0.06
O 1.8131 0.4322 0.0705 0.20 -0.15 0.08
H 5.4425 -5.1309 -2.7884 -0.01 0.00 -0.02
H 5.1071 -4.1698 -1.3659 -0.01 0.00 0.00
H 5.0038 -3.4347 -2.9810 0.00 0.01 0.01
H 3.1947 -5.6562 -1.8979 0.01 -0.01 0.00
H 3.7793 -5.8786 -4.3308 0.00 0.00 0.00
H 3.0972 -4.2829 -4.6119 -0.01 0.02 0.01
H 1.6557 -6.7704 -3.5645 0.01 0.01 0.02
H 1.3354 -5.9402 -5.0734 0.00 0.00 0.00
H -1.0521 -5.7627 -4.3498 0.02 -0.01 -0.01
H -1.9985 -2.5188 -1.7457 0.00 -0.01 0.00
H 3.7976 -2.6362 -1.0860 -0.01 0.00 0.01
O -1.8641 5.2373 4.6852 0.05 0.01 0.01
C -2.5962 4.9864 3.5005 -0.04 0.02 -0.01
C -1.8549 3.9695 2.6763 -0.05 0.07 -0.12
C -2.0495 3.8750 1.3437 -0.15 -0.07 0.03
C -1.3353 2.8536 0.5518 0.26 0.27 -0.01
N -0.1991 2.3113 1.1838 0.06 0.00 -0.19
C -0.2673 2.1958 2.5460 -0.11 0.15 0.21
C -0.9998 3.0243 3.3317 0.12 -0.16 -0.01
C 0.2878 0.9342 3.0540 0.07 -0.10 0.18
C 0.8119 0.7358 4.3240 -0.02 -0.04 -0.06
C 1.1723 -0.5422 4.7125 -0.01 0.01 -0.04
C 1.7454 -0.8181 6.0807 0.02 -0.01 0.02
O 2.0624 0.3432 6.8075 -0.01 0.03 -0.01
C 0.9790 -1.5917 3.8117 -0.02 0.01 0.00
C 0.4696 -1.3202 2.5647 0.01 -0.04 -0.06
N 0.1338 -0.0822 2.1840 0.02 0.20 -0.24
H -2.3219 5.9048 5.2038 -0.02 -0.01 0.00
H -2.7319 5.8996 2.9134 -0.01 -0.01 -0.01
H -3.5906 4.5867 3.7365 0.00 0.01 0.00
H -2.7025 4.5665 0.8250 0.00 -0.02 -0.02
H -1.1030 3.2206 -0.4495 -0.01 0.02 0.01
H -1.0092 2.9352 4.4068 0.02 -0.02 0.00
H 0.9397 1.5709 4.9976 0.00 0.00 0.00
H 2.6071 -1.4856 5.9798 -0.01 0.00 0.00
H 0.9941 -1.3564 6.6634 0.00 0.00 0.00
H 2.9254 0.6703 6.5344 0.01 -0.01 0.01
H 1.2395 -2.6083 4.0753 0.00 0.00 0.00
H 0.3201 -2.0998 1.8281 0.01 -0.01 0.02
N 0.8435 0.2226 -3.0487 -0.12 0.20 -0.26
C 0.5682 -0.5443 -3.9222 0.26 -0.03 0.10
N 0.3527 -1.4933 -4.6613 -0.12 -0.15 0.08
C 0.4612 -1.6964 -5.9643 -0.11 0.23 -0.19
N 0.4967 -1.9140 -7.0944 0.09 -0.12 0.04
C -3.0679 2.3674 -3.9744 -0.01 -0.01 0.02
C -2.1328 1.4658 -3.2106 0.01 0.00 0.07
O -0.8803 2.1813 -3.0259 0.10 -0.06 -0.06
P 0.2808 1.5484 -2.1415 -0.08 -0.17 0.26
O -2.1023 1.5598 0.1423 0.15 -0.24 -0.05
C -3.0710 1.0792 1.0967 -0.09 -0.06 0.00
C -4.4602 1.5779 0.7626 0.01 0.00 -0.04
O 1.4818 2.5263 -2.3806 -0.04 0.08 0.07
C 1.8495 3.5310 -1.3802 0.01 0.00 -0.03
C 1.2157 4.8593 -1.7131 0.02 0.01 0.05
H -4.0188 1.8585 -4.1324 0.00 -0.01 0.00
H -2.6481 2.6270 -4.9450 0.00 0.01 0.00
H -3.2564 3.2836 -3.4161 0.00 0.00 0.00
H -1.9254 0.5477 -3.7682 -0.01 0.02 0.00
H -2.5262 1.2073 -2.2258 -0.02 -0.02 -0.02
H -2.7704 1.3778 2.1026 -0.01 0.01 -0.01
H -3.0375 -0.0116 1.0463 0.01 0.01 -0.01
H -4.5231 2.6612 0.8587 0.01 0.00 -0.01
H -5.1931 1.1315 1.4359 0.01 0.00 0.02
H -4.7257 1.3031 -0.2590 -0.01 0.00 0.00
H 2.9340 3.5750 -1.4311 0.01 0.00 0.02
H 1.5614 3.1665 -0.3927 0.00 0.00 0.00
H 1.5158 5.2007 -2.7026 0.00 -0.02 -0.01
H 1.5370 5.6005 -0.9799 0.00 0.00 -0.01
H 0.1269 4.8043 -1.6803 -0.01 -0.01 -0.01
```
Forces are in eV/Å.

As for the total charge: +1. For the energy relative to the best compared isomer or geometry (same formula, charge and spin), the calculation gives 73.4 kcal per mole. The HOMO-LUMO gap (spin up / spin down) comes out at 7.13 / 6.97 eV. As for the multiplicity: 4. The value obtained for the highest occupied orbital energy (spin up / spin down) is -10.119 / -10.168 eV. The calculation puts the lowest unoccupied orbital energy (spin up / spin down) at -2.99 / -3.20 eV. The calculation puts the strongest force on any atom at 0.757 eV/Å.


2.
The following is a DFT calculation (ωB97M-V with the def2-TZVPD basis set) of a molecular structure, C34H38IN4O10P2Ti in a non-equilibrium geometry.

XYZ file:
```
90
Properties=species:S:1:pos:R:3:forces:R:3
Ti 0.1174 -0.3158 1.3428 0.69 0.90 -0.58
C -0.2406 -3.8712 4.4850 -0.01 0.01 -0.06
C -0.2373 -2.3542 4.4786 0.04 0.34 0.03
O -0.3686 -1.7909 5.7976 0.06 -0.26 -0.12
P 1.3486 -1.5781 3.9300 0.37 0.24 -0.18
O 1.5673 -0.2867 4.7855 0.00 0.03 0.16
O 2.4343 -2.6395 4.3505 0.09 -0.14 -0.17
O 1.5324 -1.2161 2.4665 -0.30 -0.47 0.90
P -1.5264 -1.6035 3.3744 -0.11 0.09 0.34
O -2.7050 -1.3045 4.4200 -0.02 0.10 0.11
O -2.0070 -2.3968 2.2412 0.03 -0.27 -0.08
O -0.8006 -0.2702 3.0339 -0.88 -0.47 -0.10
H 0.5084 -4.2449 5.1789 0.02 -0.02 0.01
H -0.0515 -4.2675 3.4854 -0.02 0.04 0.05
H -1.2255 -4.2222 4.8005 0.03 0.00 -0.01
H -1.2952 -1.8393 6.0667 -0.04 0.04 -0.03
H 1.1864 -0.3445 5.6793 -0.05 0.00 -0.14
H 3.3054 -2.5159 3.9427 -0.08 -0.02 0.08
H -3.5012 -1.7889 4.1482 0.12 0.12 0.05
C -1.8910 2.3674 -4.9220 0.25 -0.09 -0.17
O -1.8054 1.1270 -5.6185 -0.26 0.08 0.21
C -0.8675 0.1933 -5.3242 0.07 0.09 0.00
C -0.5206 -0.6112 -6.4123 0.07 -0.09 -0.10
C 0.4341 -1.6002 -6.3056 0.01 -0.02 -0.01
C 1.0947 -1.7994 -5.0953 0.03 -0.02 -0.05
C 0.7517 -1.0200 -4.0123 0.07 0.05 0.00
C -0.2489 -0.0437 -4.0917 -0.03 0.04 0.07
N -0.5959 0.6704 -2.8891 0.01 0.06 -0.18
C -0.6471 0.0516 -1.6804 -0.04 0.00 0.29
N -1.0630 -1.2181 -1.7398 -0.03 -0.03 0.40
C -0.7134 -2.2697 -0.8765 0.01 0.10 -0.10
C 0.1129 -2.1035 0.2291 -0.06 -0.33 0.03
C 0.5489 -3.2998 0.8268 0.08 0.10 -0.04
C 0.1105 -4.5460 0.4312 0.01 -0.15 -0.04
C -0.7975 -4.6648 -0.6132 0.08 -0.12 0.09
C -1.1769 -3.5288 -1.2859 0.06 -0.14 0.09
O -2.0097 -3.5972 -2.3694 -0.02 0.26 -0.42
C -1.3857 -4.0221 -3.5973 -0.08 -0.12 0.06
N -0.3790 0.6668 -0.5222 -0.04 0.11 -0.56
C -0.1591 2.0952 -0.7105 -0.20 -0.28 0.09
C 1.0574 2.5831 -1.1796 0.13 -0.02 -0.04
C 1.2859 3.9420 -1.3196 0.01 0.02 0.00
C 0.2780 4.8423 -0.9910 0.02 -0.02 0.00
C -0.9476 4.3670 -0.5604 0.03 0.18 -0.02
C -1.1821 3.0023 -0.4348 -0.10 0.09 -0.01
O -2.4140 2.6610 0.0464 -0.05 -0.17 -0.03
C -3.1577 1.6528 -0.6394 0.05 0.12 -0.29
H -2.5361 2.9997 -5.5224 -0.02 0.01 -0.06
H -0.9100 2.8464 -4.8459 0.02 -0.05 0.01
H -2.3302 2.2532 -3.9399 -0.11 -0.04 0.24
H -1.0277 -0.4173 -7.3506 0.04 -0.01 0.08
H 0.6818 -2.2023 -7.1720 -0.02 0.04 0.06
H 1.8750 -2.5464 -5.0028 -0.08 0.06 -0.01
H 1.2576 -1.1625 -3.0633 -0.01 0.02 -0.02
H -0.3803 1.6521 -2.8556 0.05 0.14 0.01
H -1.4237 -1.5197 -2.6298 -0.09 -0.09 -0.10
H 1.2813 -3.2592 1.6167 0.02 0.02 0.11
H 0.4811 -5.4355 0.9297 -0.04 0.06 -0.02
H -1.1875 -5.6274 -0.9243 0.05 0.08 -0.02
H -1.7651 -5.0036 -3.8790 -0.01 -0.02 0.04
H -0.3026 -4.0725 -3.4854 0.00 0.02 0.02
H -1.6332 -3.3092 -4.3855 -0.02 0.02 0.04
H 1.8398 1.8735 -1.4228 -0.01 -0.01 0.05
H 2.2480 4.2927 -1.6764 -0.08 -0.03 0.04
H 0.4419 5.9102 -1.0796 0.00 -0.08 0.00
H -1.7575 5.0437 -0.3081 0.07 -0.07 -0.03
H -4.1993 1.8110 -0.3731 -0.05 0.03 -0.07
H -2.8580 0.6532 -0.3422 0.00 0.01 -0.05
H -3.0571 1.7675 -1.7147 0.03 0.08 -0.23
I 3.0493 -0.5481 -0.0878 -0.01 0.09 -0.08
C 3.5506 1.0996 1.1014 -0.11 -0.07 -0.07
C 4.8613 1.4774 1.1365 0.05 0.15 0.09
C 5.2259 2.6437 1.8453 0.06 -0.09 -0.05
C 4.2643 3.4006 2.4446 -0.04 0.10 0.01
C 2.8992 3.0244 2.3962 -0.01 0.06 0.08
C 1.8996 3.8602 2.9627 0.14 0.05 -0.03
C 0.5855 3.5203 2.8913 -0.08 -0.03 0.02
C 0.2100 2.2930 2.2975 0.07 0.03 -0.04
C 1.1351 1.4456 1.7449 0.42 -0.10 -0.05
C 2.5115 1.8213 1.7524 0.06 -0.02 -0.14
H 5.6162 0.9044 0.6116 -0.05 0.04 0.04
H 6.2674 2.9395 1.8832 -0.06 -0.01 0.00
H 4.5287 4.3205 2.9554 -0.01 -0.06 -0.01
H 2.2057 4.7914 3.4282 -0.01 -0.07 0.00
H -0.1755 4.1724 3.3011 0.00 -0.01 -0.01
H -0.8495 2.0502 2.2715 -0.02 -0.04 0.05
N -3.3118 0.7298 1.9362 -0.13 -0.10 0.39
H -4.0168 0.0744 1.6150 -0.03 0.01 0.03
H -3.5994 1.6553 1.6399 0.05 -0.04 0.14
H -3.3496 0.7290 2.9498 -0.01 -0.02 0.04
```
Forces are in eV/Å.

As for the total charge: +1. For the energy relative to the best compared isomer or geometry (same formula, charge and spin), the calculation gives 12.4 kcal per mole. The HOMO-LUMO gap comes out at 7.37 eV. The value obtained for the highest occupied orbital energy is -10.314 eV. The calculation puts the lowest unoccupied orbital energy at -2.95 eV. The calculation puts the strongest force on any atom at 1.271 eV/Å.